# 1
Computed, not measured: one molecule with the formula C16H20N4O4, with ωB97M-V/def2-TZVPD.

Values from the calculation:
calculated total energy	-31066.227	eV
highest occupied orbital energy	-8.43	eV
charge	0
ΔE to the lowest compared entry with this formula, charge and spin	78.2	kcal/mol
gap between HOMO and LUMO	9.032	eV

Last column: Mulliken charge in e.
Positions of all 44 atoms, in Å:
N -2.472 -0.250 -1.257  -0.269
C -1.724 0.538 -2.083  0.519
O -2.128 1.723 -2.280  -0.694
C -0.559 -0.124 -2.867  -0.496
C 0.773 0.783 -2.996  -1.136
C 1.452 1.245 -1.642  -0.474
N 1.248 0.304 -0.542  0.116
C 2.120 -0.757 -0.513  0.577
O 3.153 -0.687 -1.344  -0.774
C 2.116 -1.868 0.523  0.528
N 3.265 -2.768 0.374  -0.765
C 2.041 -1.323 1.970  -1.110
C 0.716 -0.658 2.377  -0.417
C 0.467 0.694 2.526  -0.459
N -0.868 1.031 2.444  0.042
C -1.580 -0.092 2.186  0.058
C -2.959 -0.188 2.097  -1.050
C -3.503 -1.411 1.807  -0.413
C -2.736 -2.432 1.354  -0.805
C -1.351 -2.391 1.597  -0.303
C -0.652 -1.209 2.020  1.330
C 0.810 2.633 -1.232  0.282
O 0.333 2.885 -0.146  -0.581
O 0.926 3.511 -2.270  -0.475
H -2.214 -1.076 -0.856  0.174
H -3.322 0.187 -0.866  0.251
H -0.808 -0.542 -3.889  0.416
H -0.471 -1.174 -2.316  0.115
H 1.444 0.300 -3.649  0.473
H 0.549 1.761 -3.490  0.577
H 2.515 1.360 -1.748  0.830
H 0.708 0.508 0.229  0.128
H 1.342 -2.634 0.354  -0.159
H 4.005 -2.407 1.123  0.281
H 3.675 -2.651 -0.604  0.363
H 2.322 -2.133 2.710  0.358
H 2.798 -0.489 2.185  0.409
H 1.132 1.510 2.644  0.326
H -1.073 2.082 2.515  0.340
H -3.563 0.656 2.212  0.461
H -4.580 -1.446 1.635  0.358
H -3.255 -3.304 0.942  0.379
H -0.684 -3.156 1.189  0.272
H 0.415 4.325 -1.878  0.417

---

# 2
Computed, not measured: one molecule with the formula C4H5NO, with ωB97M-V/def2-TZVPD.

Values from the calculation:
calculated total energy	-7763.214	eV
highest occupied orbital energy	-9.64	eV
charge	0
ΔE to the lowest compared entry with this formula, charge and spin	76.4	kcal/mol
gap between HOMO and LUMO	9.865	eV

Last column: Mulliken charge in e.
Positions of all 11 atoms, in Å:
O -1.443 -1.651 -0.927  -0.491
C -1.967 -0.596 -0.649  0.124
N -1.309 0.538 -0.146  -0.596
C -0.122 0.311 0.267  0.569
C 1.072 1.055 0.520  -0.467
C 0.986 -0.585 0.186  -0.651
H -3.043 -0.414 -0.805  0.390
H 1.319 1.166 1.580  0.261
H 1.501 1.773 -0.158  0.282
H 1.793 -0.533 0.896  0.328
H 1.214 -1.064 -0.764  0.251

---

# 3
Computed, not measured: C44H36IrN4OP2Te as an isolated structure, with ωB97M-V/def2-TZVPD.

Values from the calculation:
calculated total energy	-82914.556	eV
highest occupied orbital energy (spin up / spin down)	-12.86 / -13.08	eV
charge	+2
2S+1	2
ΔE to the lowest compared entry with this formula, charge and spin	0.0	kcal/mol
expectation value of S²	0.761
gap between HOMO and LUMO (spin up / spin down)	6.109 / 5.875	eV

Last column: Löwdin spin population.
Positions of all 89 atoms, in Å:
Ir -0.062 0.490 -0.607  0.039
C 1.003 0.370 3.549  0.001
C 0.906 0.581 2.080  0.007
N 0.015 0.039 1.328  0.002
N -0.966 -0.736 1.877  0.001
C -1.974 -0.765 1.063  0.000
O -1.938 -0.196 -0.120  0.006
C -3.219 -1.435 1.457  0.000
C -4.297 -1.471 0.574  0.000
C -5.470 -2.111 0.939  0.000
C -5.571 -2.710 2.189  0.000
C -4.500 -2.669 3.074  0.000
C -3.326 -2.032 2.714  0.000
C 1.756 1.521 1.356  0.001
C 2.842 2.154 1.929  0.002
C 3.507 3.143 1.218  0.000
C 3.036 3.486 -0.038  0.002
C 1.974 2.785 -0.575  0.001
N 1.357 1.797 0.083  0.008
H 0.123 -0.148 3.912  0.000
H 1.103 1.331 4.055  0.000
H 1.884 -0.230 3.790  0.000
H -4.215 -0.991 -0.393  0.000
H -6.307 -2.138 0.255  0.000
H -6.490 -3.202 2.478  0.000
H -4.586 -3.133 4.048  0.000
H -2.488 -1.997 3.397  0.000
H 3.141 1.891 2.934  0.000
H 4.359 3.650 1.650  0.000
H 3.487 4.279 -0.618  0.000
H 1.588 3.024 -1.555  0.000
Te -0.019 -1.068 -5.388  0.277
C 1.949 -1.120 -6.149  0.033
C 2.587 0.005 -6.640  0.006
C 3.891 -0.133 -7.102  -0.001
N 4.551 -1.288 -7.108  0.002
C 3.909 -2.369 -6.667  0.002
C 2.608 -2.341 -6.179  0.011
C 0.383 -1.129 -3.371  0.395
P -0.931 -1.476 -2.248  0.051
C -2.358 -2.016 -3.170  -0.003
C -3.476 -1.192 -3.294  0.000
C -4.550 -1.608 -4.066  0.001
C -4.500 -2.838 -4.708  0.000
C -3.386 -3.662 -4.578  0.000
C -2.309 -3.258 -3.808  0.003
C -0.481 -2.782 -1.092  0.027
C 0.845 -3.068 -0.767  0.003
C 1.129 -4.047 0.169  0.000
C 0.095 -4.737 0.794  -0.001
C -1.224 -4.455 0.475  0.002
C -1.515 -3.480 -0.468  0.003
P 1.312 0.083 -2.482  0.067
C 3.018 -0.473 -2.288  0.009
C 3.390 -1.673 -2.893  0.009
C 4.701 -2.121 -2.817  0.001
C 5.646 -1.386 -2.119  0.001
C 5.276 -0.203 -1.488  0.000
C 3.970 0.251 -1.567  0.001
C 1.379 1.601 -3.464  0.010
C 2.560 2.079 -4.024  0.002
C 2.557 3.286 -4.716  0.000
C 1.382 4.010 -4.851  0.002
C 0.198 3.535 -4.293  0.001
C 0.197 2.337 -3.599  0.004
H 2.099 0.969 -6.673  0.002
H 4.426 0.728 -7.489  0.000
H 4.455 -3.305 -6.705  0.000
H 2.141 -3.254 -5.833  0.001
H -3.506 -0.232 -2.791  0.000
H -5.422 -0.976 -4.165  0.000
H -5.337 -3.164 -5.313  0.000
H -3.360 -4.622 -5.074  0.000
H -1.447 -3.904 -3.691  0.000
H 1.662 -2.547 -1.248  0.002
H 2.159 -4.278 0.408  0.000
H 0.322 -5.503 1.524  0.000
H -2.031 -4.993 0.955  0.000
H -2.549 -3.274 -0.719  0.000
H 2.653 -2.260 -3.430  0.006
H 4.982 -3.045 -3.306  0.000
H 6.669 -1.734 -2.060  0.000
H 6.011 0.367 -0.935  0.000
H 3.711 1.173 -1.076  0.000
H 3.481 1.521 -3.919  0.000
H 3.476 3.658 -5.149  0.000
H 1.385 4.948 -5.390  0.000
H -0.718 4.101 -4.397  0.000
H -0.729 1.971 -3.165  0.000